(1)
C4H5NO as an isolated structure, computed with wB97M-V/def2-TZVPD.

Structure (ORCA input):
```
! wB97M-V def2-TZVPD RIJCOSX def2/J DEFGRID3
* xyz 0 1
C 1.531 -0.964 0.415
C 0.344 -0.088 0.146
N 0.549 1.066 -0.601
O -0.476 1.694 -0.899
C -1.801 0.604 -0.175
C -0.979 -0.324 0.416
H 2.468 -0.437 0.215
H 1.534 -1.325 1.447
H 1.485 -1.840 -0.240
H -2.396 1.318 0.395
H -2.259 0.294 -1.119
*
```

Output
LUMO (spin up / spin down), eV: -0.747 / -0.748
Energy above the lowest of the compared OMol25 structures with the same formula, charge and spin, kcal/mol: 113.19
Orbital gap (spin up / spin down), Ha: 0.319 / 0.319

=====

(2)
One molecule with the formula C4H5NO, computed with wB97M-V/def2-TZVPD.

Structure (ORCA input):
```
! wB97M-V def2-TZVPD RIJCOSX def2/J DEFGRID3
* xyz 0 1
C 0.320 -0.269 -1.255
C 0.936 0.677 0.189
C 0.497 -0.625 0.527
N -0.712 -0.649 1.251
C -1.008 0.601 1.288
O -0.163 1.440 0.674
H -0.071 0.648 -1.693
H 1.222 -0.587 -1.772
H -0.463 -1.032 -1.330
H 1.105 -1.521 0.481
H -1.872 1.041 1.774
*
```

Output
LUMO, eV: 0.877
Energy above the lowest of the compared OMol25 structures with the same formula, charge and spin, kcal/mol: 86.15
Orbital gap, Ha: 0.366

=====

Question: What is the energy above the lowest of the compared OMol25 structures with the same formula, charge and spin in the second record?
Answer: 86.15 kcal/mol

=====

Question: Which value of energy above the lowest of the compared OMol25 structures with the same formula, charge and spin does entry 1 give?
Answer: 113.19 kcal/mol

=====

Question: Which of these has the lowest energy above the lowest of the compared OMol25 structures with the same formula, charge and spin?
Answer: number 2

=====

Question: Among the records above, which one has the lowest energy above the lowest of the compared OMol25 structures with the same formula, charge and spin?
Answer: number 2